55
Properties=species:S:1:pos:R:3 method="wB97M-V/def2-TZVPD" multiplicity=2 relative_energy_kcal_mol=0.0 homo_lumo_gap_ha="0.163 / 0.170" e_homo_ha="-0.5026 / -0.5035" lumo_energy_ha="-0.3396 / -0.3335" total_charge=+2
Pt -0.30 -1.50 1.63
Se -1.50 -1.51 3.71
Se -2.28 -3.59 4.17
Se -1.84 -4.93 2.35
Se -0.35 -3.80 1.05
C -2.65 1.34 2.36
Ge -2.06 0.31 0.82
C -3.52 -0.66 0.02
C -3.76 -2.03 0.08
C -4.89 -2.57 -0.52
C -5.78 -1.74 -1.19
C -5.55 -0.37 -1.26
C -4.42 0.17 -0.65
C -0.91 1.34 -0.32
C -0.44 2.53 0.20
C 0.43 3.35 -0.54
C 0.87 2.94 -1.77
C 0.42 1.72 -2.34
C 0.87 1.30 -3.61
C 0.40 0.15 -4.17
C -0.56 -0.63 -3.49
C -1.00 -0.26 -2.25
C -0.51 0.92 -1.63
H -3.27 2.14 1.96
H -1.83 1.78 2.93
H -3.27 0.73 3.01
H -3.07 -2.69 0.60
H -5.07 -3.63 -0.47
H -6.66 -2.16 -1.66
H -6.24 0.27 -1.78
H -4.24 1.24 -0.73
H -0.74 2.86 1.18
H 0.76 4.30 -0.13
H 1.56 3.55 -2.34
H 1.58 1.92 -4.15
H 0.74 -0.16 -5.15
H -0.95 -1.52 -3.95
H -1.75 -0.86 -1.75
C 3.18 -1.91 1.03
Te 1.61 -1.02 -0.11
C 2.24 0.79 0.84
C 3.72 0.55 1.06
C 4.61 1.60 1.20
C 5.95 1.35 1.44
C 6.41 0.04 1.54
C 5.52 -1.01 1.40
C 4.17 -0.77 1.17
H 3.59 -2.74 0.46
H 2.81 -2.27 1.99
H 1.70 0.91 1.78
H 2.01 1.62 0.18
H 4.25 2.62 1.11
H 6.64 2.18 1.54
H 7.46 -0.15 1.71
H 5.88 -2.03 1.46


17
Properties=species:S:1:pos:R:3 method="wB97M-V/def2-TZVPD" smiles="CN(C)CC(N)=O" relative_energy_kcal_mol=23.9 homo_lumo_gap_ha=0.349 e_homo_ha=-0.3172 lumo_energy_ha=0.0315
C -0.82 -1.38 -0.72
N -0.86 -0.25 0.19
C -2.04 0.57 -0.04
C 0.35 0.54 0.13
C 1.58 -0.18 0.66
N 2.68 0.61 0.65
O 1.62 -1.33 1.04
H -0.75 -1.06 -1.78
H 0.03 -2.00 -0.47
H -1.73 -1.96 -0.60
H -2.05 1.03 -1.04
H -2.08 1.36 0.71
H -2.92 -0.06 0.06
H 0.57 0.89 -0.90
H 0.20 1.43 0.76
H 2.66 1.57 0.37
H 3.55 0.23 1.00


22
Properties=species:S:1:pos:R:3 method="wB97M-V/def2-TZVPD" relative_energy_kcal_mol=156.6 homo_lumo_gap_ha="0.286 / 0.329" e_homo_ha="-0.3058 / -0.3247" lumo_energy_ha="-0.0197 / 0.0044"
C -3.43 0.27 0.29
C -2.27 1.02 0.06
C -3.42 -1.12 0.10
C -1.09 0.32 -0.22
C -1.24 -1.05 -0.17
C 1.60 -1.38 -0.12
C 2.15 -0.21 0.02
C 3.56 0.11 0.08
C 0.09 1.11 -0.61
C 1.25 0.92 0.29
N -2.28 -1.74 0.01
O 4.09 1.16 0.36
O 1.96 -2.59 -0.14
H -4.35 0.62 0.70
H -2.19 2.04 0.41
H -4.35 -1.77 0.13
H 4.30 -0.82 -0.25
H 0.30 0.93 -1.59
H -0.29 2.10 -0.50
H 0.84 0.93 1.28
H 1.76 1.87 0.08
H 3.02 -2.70 -0.21


no.,calculated total energy (Ha)
1,-13035.8968
2,-343.1633
3,-591.4590